Entry 1:
21
Properties=species:S:1:pos:R:3 method="wB97M-V/def2-TZVPD" homo_lumo_gap_ev=4.1 total_energy_ha=-1358.93235 homo_energy_ev=2.2 e_above_lowest_kcal_mol=0.0 charge=-3 multiplicity=1 e_lumo_ev=6.36
K -0.276 -0.489 0.790
O -0.202 -1.591 -1.905
C -0.094 -1.936 -3.202
O -0.831 -1.418 -4.070
O 0.853 -2.652 -3.555
H -0.825 -0.863 -1.955
O -4.033 0.322 -1.619
C -2.855 0.884 -1.865
O -2.780 1.762 -2.749
O -1.875 0.572 -1.200
H -4.432 0.398 -2.489
C 3.441 -1.563 1.658
O 2.485 -1.030 0.778
H 2.936 -2.290 2.294
H 4.217 -2.139 1.153
H 3.924 -0.886 2.362
C 0.065 2.613 3.169
O 0.233 2.210 1.801
H 0.985 2.995 3.612
H -0.725 3.361 3.233
H -0.213 1.740 3.759


Entry 2:
22
Properties=species:S:1:pos:R:3 method="wB97M-V/def2-TZVPD" homo_lumo_gap_ev="6.3 / 6.3" total_energy_ha=-1126.07571 homo_energy_ev="-7.4 / -7.3" e_above_lowest_kcal_mol=55.4 multiplicity=1 e_lumo_ev="-1.06 / -1.04"
C -0.834 -1.372 -1.057
C -1.880 -2.122 -0.816
C -1.817 -0.736 0.946
C -0.596 -0.502 0.081
C 2.716 0.078 -0.433
C 0.401 1.333 1.462
C 1.400 0.789 -0.723
C 0.303 0.495 0.278
O -2.481 -1.831 0.385
P -2.956 1.479 -1.004
S -3.007 0.720 0.787
H -0.207 -1.362 -2.006
H -2.534 -2.900 -1.462
H -1.568 -0.788 2.066
H 2.697 -0.814 0.079
H 3.375 0.791 0.188
H 3.232 -0.194 -1.341
H 0.113 0.742 2.315
H 1.475 1.857 1.603
H -0.357 2.130 1.434
H 1.095 0.360 -1.692
H 1.431 1.846 -1.092


Entry 3:
16
Properties=species:S:1:pos:R:3 method="wB97M-V/def2-TZVPD" homo_lumo_gap_ev="6.1 / 7.3" total_energy_ha=-1443.85036 homo_energy_ev="-6.3 / -9.1" e_above_lowest_kcal_mol=32.7 multiplicity=3 s2=2.02 e_lumo_ev="-0.23 / -1.84"
C 1.824 -0.580 1.081
C -1.185 1.284 0.040
C 1.653 0.829 -0.940
C 0.582 -0.211 -0.724
C -2.321 -1.136 0.405
N 0.842 -0.981 0.303
S -0.746 2.903 -0.085
S 2.902 0.586 0.373
S -2.637 0.653 0.269
H 2.018 -1.090 2.015
H 2.188 0.790 -1.897
H 1.139 1.829 -0.622
H 0.026 -0.444 -1.623
H -2.156 -1.715 -0.538
H -2.854 -1.642 1.056
H -1.276 -1.075 0.888


Entry 4:
10
Properties=species:S:1:pos:R:3 method="wB97M-V/def2-TZVPD" homo_lumo_gap_ev="8.5 / 8.2" total_energy_ha=-669.57683 homo_energy_ev="-9.1 / -9.2" e_above_lowest_kcal_mol=115.9 multiplicity=1 e_lumo_ev="-0.57 / -1.03"
C 1.897 0.637 -0.147
C -1.926 -0.191 0.139
C -0.809 0.347 0.422
C 1.249 -0.482 -0.555
N 2.472 1.515 0.306
Cl 1.976 -1.915 0.188
H -2.784 0.422 0.511
H -1.955 -1.137 -0.271
H -0.605 1.262 0.794
H 0.486 -0.458 -1.387


Entry 5:
133
Properties=species:S:1:pos:R:3 method="wB97M-V/def2-TZVPD" homo_lumo_gap_ev=6.7 total_energy_ha=-3009.70753 homo_energy_ev=-4.7 charge=-1 multiplicity=1 e_lumo_ev=2.03
C -2.575 -2.177 -0.168
O -3.216 -0.869 -0.376
B -3.369 -0.738 -1.813
O -3.734 -1.902 -2.638
Al -3.126 1.108 -2.761
C -2.914 2.681 -1.462
C -1.660 2.553 -0.458
C -0.862 3.979 -0.426
C 0.418 3.799 -1.389
C 1.838 4.028 -0.678
C 2.022 3.291 0.738
C 2.871 1.928 0.693
C 2.568 0.977 -0.573
Si 4.129 0.727 -1.658
C 5.049 2.380 -2.079
C 5.367 -0.315 -0.597
C 3.569 -0.211 -3.232
C 3.095 0.625 -4.456
C 2.627 -0.151 -5.718
C 2.636 -1.696 -5.667
C 3.118 -2.536 -4.432
C 3.602 -1.767 -3.182
C -4.720 1.336 -4.030
C -5.096 0.352 -5.195
C -6.280 0.505 -6.163
N -7.186 1.593 -6.033
C -6.911 2.489 -4.972
C -5.767 2.522 -3.942
H -2.096 -2.149 0.884
H -1.760 -2.286 -0.968
H -3.370 -2.998 -0.250
H -2.960 -2.111 -3.205
H -1.793 0.994 -3.668
H -2.868 3.635 -2.119
H -3.861 2.714 -0.794
H -2.063 2.343 0.607
H -0.959 1.675 -0.696
H -0.589 4.301 0.641
H -1.548 4.794 -0.855
H 0.326 4.622 -2.200
H 0.352 2.807 -1.979
H 2.119 5.147 -0.582
H 2.637 3.589 -1.392
H 2.623 4.023 1.406
H 1.054 3.080 1.303
H 4.004 2.122 0.838
H 2.563 1.323 1.631
H 1.684 1.317 -1.209
H 2.280 -0.069 -0.166
H 4.384 3.115 -2.652
H 5.939 2.142 -2.775
H 5.440 2.904 -1.128
H 6.137 -0.764 -1.316
H 4.810 -1.108 0.015
H 5.937 0.384 0.108
H 3.124 1.767 -4.365
H 2.261 0.431 -6.631
H 2.272 -2.256 -6.601
H 3.110 -3.683 -4.445
H 3.964 -2.275 -2.233
H -4.400 -0.548 -5.362
H -6.459 -0.279 -6.987
H -7.677 3.347 -4.858
H -5.671 3.322 -3.125
C -1.115 1.393 4.079
O -2.203 0.581 4.476
C -2.238 -0.654 3.768
C -3.091 -1.672 4.516
O -2.394 -2.297 5.597
C -2.212 -1.494 6.764
C -3.492 -1.326 7.575
O -4.308 -0.305 7.007
C -5.649 -0.391 7.446
H -1.178 1.629 3.012
H -1.155 2.322 4.650
H -0.167 0.892 4.302
H -1.221 -1.049 3.644
H -2.676 -0.461 2.783
H -3.334 -2.482 3.823
H -4.037 -1.243 4.850
H -1.756 -0.534 6.516
H -1.492 -2.041 7.381
H -3.242 -1.020 8.598
H -4.038 -2.277 7.597
H -6.094 -1.339 7.126
H -6.210 0.424 6.986
H -5.707 -0.294 8.534
C 4.344 4.340 10.356
O 3.440 4.594 9.299
C 4.104 5.024 8.115
C 3.202 4.835 6.900
O 3.190 3.491 6.419
C 2.440 2.559 7.200
C 0.934 2.722 7.035
O 0.457 3.785 7.856
C -0.815 4.247 7.441
H 4.909 5.244 10.608
H 3.769 4.027 11.229
H 5.028 3.529 10.085
H 5.032 4.457 7.973
H 4.342 6.088 8.233
H 3.613 5.431 6.080
H 2.190 5.200 7.084
H 2.742 2.589 8.248
H 2.716 1.573 6.816
H 0.427 1.804 7.354
H 0.701 2.924 5.983
H -0.759 4.656 6.426
H -1.124 5.045 8.117
H -1.552 3.439 7.482
C -0.798 -5.511 -4.871
O -0.609 -5.838 -6.236
C -0.464 -4.680 -7.050
C 0.192 -5.041 -8.378
O 1.613 -5.165 -8.281
C 2.090 -6.353 -7.648
C 1.957 -7.590 -8.527
O 0.628 -8.100 -8.469
C 0.341 -8.962 -9.553
H -1.699 -4.904 -4.740
H -0.911 -6.440 -4.310
H 0.077 -4.978 -4.483
H 0.144 -3.926 -6.535
H -1.466 -4.275 -7.234
H 0.021 -4.215 -9.074
H -0.254 -5.932 -8.823
H 1.624 -6.494 -6.671
H 3.156 -6.177 -7.472
H 2.631 -8.375 -8.162
H 2.217 -7.333 -9.561
H 0.408 -8.417 -10.500
H -0.682 -9.325 -9.437
H 1.024 -9.817 -9.558


Entry 6:
20
Properties=species:S:1:pos:R:3 method="wB97M-V/def2-TZVPD" homo_lumo_gap_ev=8.8 smiles="C=C/C(C)=C(/C)C=C" total_energy_ha=-311.94679 homo_energy_ev=-8.1 e_above_lowest_kcal_mol=24.9 multiplicity=1 e_lumo_ev=0.63
C -2.889 -1.151 0.046
C -1.519 -1.016 -0.059
C -0.683 0.240 -0.024
C -1.470 1.515 0.029
C 0.688 0.162 0.039
C 1.637 1.381 -0.065
C 1.365 -1.184 0.037
C 2.699 -1.269 0.036
H -3.630 -0.365 0.148
H -3.284 -2.168 -0.080
H -0.991 -1.938 -0.301
H -2.260 1.477 -0.728
H -0.747 2.367 -0.003
H -1.994 1.653 0.969
H 1.246 2.386 -0.188
H 2.392 1.210 -0.899
H 2.260 1.437 0.824
H 0.734 -2.073 -0.020
H 3.371 -0.390 0.204
H 3.076 -2.275 0.037


Entry 7:
87
Properties=species:S:1:pos:R:3 method="wB97M-V/def2-TZVPD" homo_lumo_gap_ev=6.6 total_energy_ha=-4290.71515 homo_energy_ev=-9.5 charge=+1 multiplicity=1 e_lumo_ev=-2.84
Bi 0.231 -0.623 0.011
Cl 0.139 -3.298 6.577
C 0.647 -2.539 5.111
C -0.271 -2.407 4.078
C 0.087 -1.801 2.878
N -0.750 -1.685 1.749
C -2.081 -1.907 1.808
O -2.765 -2.108 2.802
C -2.787 -1.939 0.462
C -4.142 -2.248 0.426
C -4.767 -2.341 -0.805
C -4.027 -2.118 -1.960
C -2.688 -1.797 -1.831
N -2.085 -1.709 -0.646
C 1.405 -1.330 2.723
C 2.314 -1.472 3.763
C 1.942 -2.065 4.960
Cl 3.113 -2.208 6.221
N 1.834 -0.749 1.508
C 2.549 0.448 1.705
O 3.669 0.648 1.321
C 1.802 1.528 2.469
C 2.510 2.492 3.173
C 1.802 3.440 3.890
C 0.416 3.387 3.878
C -0.198 2.396 3.131
N 0.470 1.484 2.428
H -1.275 -2.770 4.222
H -4.655 -2.425 1.360
H -5.816 -2.598 -0.869
H -4.473 -2.205 -2.941
H -2.066 -1.606 -2.699
H 3.336 -1.143 3.629
H 3.591 2.470 3.153
H 2.320 4.198 4.463
H -0.179 4.089 4.446
H -1.282 2.305 3.126
C 0.523 -0.194 -5.043
N 1.603 -0.871 -4.361
C 2.234 -2.013 -4.818
C 3.194 -2.303 -3.918
N 3.152 -1.359 -2.914
B 4.126 -1.339 -1.711
N 3.689 -2.426 -0.621
C 4.611 -2.806 0.321
C 4.010 -3.642 1.200
N 2.707 -3.770 0.792
C 1.716 -4.602 1.456
C 2.528 -2.996 -0.303
S 0.987 -2.833 -1.103
C 2.172 -0.485 -3.192
S 1.688 0.886 -2.281
H 0.684 -0.255 -6.117
H 0.517 0.847 -4.733
H -0.438 -0.650 -4.797
H 1.952 -2.490 -5.740
H 3.918 -3.098 -3.902
H 5.211 -1.696 -2.093
H 4.125 -0.266 -1.190
H 5.624 -2.449 0.277
H 4.388 -4.163 2.062
H 1.854 -4.519 2.532
H 1.825 -5.641 1.147
H 0.723 -4.249 1.194
C -4.034 3.922 -1.690
N -3.449 3.393 -0.371
C -2.261 4.296 0.009
N -1.312 4.351 -1.038
C -1.933 4.841 -2.265
N -3.041 3.990 -2.699
C -2.580 2.662 -3.130
P -1.705 1.694 -1.805
C -3.018 1.958 -0.503
C -0.605 3.078 -1.239
H -4.427 4.914 -1.464
H -4.846 3.251 -1.967
H -4.162 3.469 0.355
H -1.829 3.882 0.918
H -2.689 5.280 0.204
H -1.184 4.881 -3.053
H -2.314 5.849 -2.090
H -1.899 2.790 -3.973
H -3.434 2.088 -3.496
H -2.641 1.636 0.470
H -3.903 1.361 -0.736
H 0.179 3.214 -1.985
H -0.106 2.789 -0.310


Entry 8:
11
Properties=species:S:1:pos:R:3 method="wB97M-V/def2-TZVPD" homo_lumo_gap_ev="8.4 / 7.5" total_energy_ha=-599.34295 homo_energy_ev="-8.5 / -9.4" e_above_lowest_kcal_mol=0.0 multiplicity=3 s2=2.09 e_lumo_ev="-0.13 / -1.91"
C -0.300 1.570 -3.022
C -0.078 -0.035 0.056
C 0.744 0.211 -1.030
C -1.379 0.451 0.058
C 0.429 1.025 -2.047
N -0.842 2.221 -3.831
N -1.653 1.552 -0.540
I -3.522 2.312 -0.521
H 0.329 -0.599 0.870
H 1.712 -0.009 -0.753
H -2.052 -0.024 0.674